i | Molecular formula: C7H10N
Method: DFT, ωB97M-V/def2-TZVPD

Values from the calculation:
- LUMO energy (spin up / spin down): -4.99 / -5.50 eV
- Gap between HOMO and LUMO (spin up / spin down): 0.3352 / 0.2386 Ha
- Charge: +1
- E_HOMO (spin up / spin down): -14.11 / -11.99 eV

Last column: natural (NBO) charge in e.
Element x y z (Å)
C  -0.163  2.020  2.435  -0.098
C  0.667  1.476  1.466  0.046
C  -0.338  0.729  0.879  0.171
C  -1.368  1.084  1.957  -0.405
C  1.098  0.211  -0.668  0.190
C  1.693  -0.584  -1.706  -0.703
C  -1.071  -1.054  -0.647  -0.416
N  -0.117  -0.054  -0.169  -0.280
H  -0.021  2.645  3.326  0.256
H  -1.506  0.228  2.699  0.251
H  -2.145  1.620  1.683  0.229
H  1.679  0.996  -0.115  0.239
H  1.710  -0.139  -2.722  0.282
H  0.975  -1.538  -1.780  0.231
H  2.724  -0.822  -1.245  0.280
H  -0.727  -2.016  -0.311  0.244
H  -1.040  -0.962  -1.763  0.241
H  -2.032  -0.853  -0.324  0.243

---

ii | Molecular formula: C7H10N
Method: DFT, ωB97M-V/def2-TZVPD

Values from the calculation:
- LUMO energy: -5.77 eV
- Gap between HOMO and LUMO: 0.3492 Ha
- Charge: +1
- E_HOMO: -15.27 eV

Last column: natural (NBO) charge in e.
Element x y z (Å)
C  2.556  0.369  -0.025  -0.266
C  3.128  -0.770  0.088  0.289
C  1.850  1.653  -0.235  -0.151
C  -1.690  -0.493  -0.014  -0.276
C  0.119  -0.321  0.136  0.483
C  -2.241  0.925  0.147  -0.621
C  0.511  -1.775  0.141  -0.673
N  1.065  0.537  -0.113  -0.252
H  1.786  2.278  0.641  0.268
H  1.788  2.075  -1.225  0.271
H  -1.785  -0.931  -1.005  0.244
H  -1.929  -1.121  0.758  0.218
H  -3.191  1.087  -0.418  0.255
H  -1.317  1.607  -0.279  0.192
H  -2.385  1.150  1.185  0.232
H  1.564  -1.852  0.149  0.239
H  0.300  -2.283  -0.832  0.288
H  -0.129  -2.135  0.901  0.258

---

Which structure is the most stable? The one labeled i.

---

i | Molecular formula: C7H10N
Method: DFT, ωB97M-V/def2-TZVPD

Values from the calculation:
- SMILES: Cc1ccc([NH3+])cc1
- LUMO energy: -3.98 eV
- Gap between HOMO and LUMO: 0.3439 Ha
- Charge: +1
- E_HOMO: -13.34 eV

Last column: natural (NBO) charge in e.
Element x y z (Å)
C  -0.747  -1.184  0.125  -0.185
C  -0.693  1.084  -0.278  -0.188
C  0.695  -1.153  0.218  -0.181
C  0.686  1.124  -0.251  -0.203
C  -1.513  -0.035  -0.102  0.056
C  1.445  -0.043  -0.042  0.020
C  -2.980  0.021  0.040  -0.634
N  2.871  0.004  0.012  -0.697
H  -1.163  -2.206  0.358  0.242
H  -1.253  2.055  -0.485  0.233
H  1.403  -1.970  0.405  0.211
H  1.124  2.116  -0.412  0.232
H  -3.315  0.167  1.043  0.247
H  -3.398  -0.842  -0.271  0.233
H  -3.268  0.874  -0.502  0.229
H  3.468  0.761  0.581  0.469
H  3.262  0.056  -0.944  0.454
H  3.377  -0.829  0.506  0.462

---

ii | Molecular formula: C7H10N
Method: DFT, ωB97M-V/def2-TZVPD

Values from the calculation:
- SMILES: C=C(C#[NH+])C(=C)CC
- LUMO energy: -5.66 eV
- Gap between HOMO and LUMO: 0.3070 Ha
- Charge: +1
- E_HOMO: -14.01 eV

Last column: natural (NBO) charge in e.
Element x y z (Å)
C  -0.904  0.797  -0.045  -0.251
C  -2.248  0.505  0.086  0.647
C  -0.387  2.043  -0.331  -0.131
C  -0.734  -1.654  -0.137  -0.340
C  -0.163  -0.512  -0.283  -0.019
C  2.098  0.024  0.712  -0.605
C  1.328  -0.327  -0.618  -0.421
N  -2.938  -0.458  0.195  -0.443
H  0.589  2.459  -0.415  0.252
H  -1.107  2.805  -0.098  0.218
H  -0.092  -2.604  -0.422  0.250
H  -1.654  -1.928  0.307  0.205
H  2.191  -0.867  1.365  0.232
H  1.436  0.821  1.140  0.191
H  3.170  0.461  0.513  0.242
H  1.868  -1.169  -1.116  0.254
H  1.352  0.581  -1.339  0.207
H  -3.804  -0.976  0.485  0.513

---

Which structure is the most stable? The one labeled i.

---

i | Molecular formula: C4H7NS2
Method: DFT, ωB97M-V/def2-TZVPD

Values from the calculation:
- SMILES: C=C(C)C(=S)NS
- LUMO energy: 0.06 eV
- Gap between HOMO and LUMO: 0.3262 Ha
- E_HOMO: -8.82 eV

Last column: natural (NBO) charge in e.
Element x y z (Å)
C  1.069  1.754  0.998  -0.633
C  0.381  1.040  -0.181  -0.149
C  -0.132  1.745  -1.119  -0.354
C  0.593  -0.315  -0.013  0.131
H  2.196  1.718  0.733  0.243
H  0.683  2.812  1.206  0.228
H  0.881  0.970  1.865  0.221
H  0.241  2.845  -0.912  0.218
H  -0.773  1.333  -1.985  0.224
H  -0.615  -1.819  -0.129  0.385
H  -2.733  -0.682  1.487  0.135
N  -0.703  -0.903  0.039  -0.723
S  2.002  -1.245  -0.136  -0.100
S  -2.403  -0.393  0.096  0.175

---

ii | Molecular formula: C4H7NS2
Method: DFT, ωB97M-V/def2-TZVPD

Values from the calculation:
- SMILES: CSC(C#N)SC
- LUMO energy: 0.56 eV
- Gap between HOMO and LUMO: 0.3606 Ha
- E_HOMO: -9.25 eV

Last column: natural (NBO) charge in e.
Element x y z (Å)
C  -1.926  -0.986  -0.238  -0.760
C  0.704  -0.476  0.493  -0.610
C  1.274  1.814  -0.922  -0.745
C  0.382  -1.075  1.802  0.259
H  -2.097  -1.516  0.707  0.232
H  -2.595  -1.393  -0.962  0.236
H  -2.144  0.107  -0.143  0.234
H  1.757  -0.744  0.270  0.271
H  0.798  1.291  -1.743  0.231
H  2.340  1.576  -0.894  0.216
H  1.159  2.889  -1.014  0.238
N  0.078  -1.537  2.819  -0.298
S  -0.243  -1.281  -0.833  0.251
S  0.513  1.331  0.656  0.245

---

Which structure is the most stable? The one labeled ii.